(A)
Computed, not measured: an isolated molecule of C2H5N3O, with ωB97M-V with the def2-TZVPD basis set.

## Properties
HOMO level in eV: -9.05
Molar mass in g/mol: 87.08
E_LUMO in eV: 0.570
HOMO-LUMO gap in eV: 9.62

The geometry in ORCA input format:
```
! wB97M-V def2-TZVPD RIJCOSX def2/J DEFGRID3
* xyz 0 1
C 1.0311 0.0769 1.1704
C -1.1601 -0.3464 -1.6633
H 0.8073 1.5463 2.5299
H 1.7384 -0.7587 0.8761
H -0.9659 0.6832 0.5890
H 0.5223 -1.2570 -1.0450
H -1.1436 -0.9534 -2.5754
N 1.3388 0.6461 2.3021
N 0.0425 0.3613 0.2283
N -0.0885 -0.3965 -0.9185
O -2.1222 0.3981 -1.4937
*
```

=====

(B)
Computed, not measured: an isolated molecule of C2H5N3O, with ωB97M-V with the def2-TZVPD basis set.

## Properties
HOMO level in eV: -9.48
Molar mass in g/mol: 87.08
E_LUMO in eV: 0.622
HOMO-LUMO gap in eV: 10.10

The geometry in ORCA input format:
```
! wB97M-V def2-TZVPD RIJCOSX def2/J DEFGRID3
* xyz 0 1
C -1.1170 -0.7022 -0.0623
C 1.2736 -0.6531 0.0645
H -1.0996 1.3230 0.5508
H -1.2462 -1.8344 -0.0762
H -2.9149 -0.4734 -0.2124
H 1.1413 -1.6905 0.3752
H 1.8938 0.9428 -0.3045
N 0.0387 -0.1225 0.2511
N -2.1227 0.0762 -0.1435
N 2.3582 0.0111 -0.1851
O -0.0792 1.2638 0.0246
*
```

=====

(C)
Computed, not measured: an isolated molecule of C2H5N3O, with ωB97M-V with the def2-TZVPD basis set.

## Properties
HOMO level in eV: -9.50
Molar mass in g/mol: 87.08
E_LUMO in eV: 0.887
HOMO-LUMO gap in eV: 10.38

The geometry in ORCA input format:
```
! wB97M-V def2-TZVPD RIJCOSX def2/J DEFGRID3
* xyz 0 1
N -1.8420 -0.3756 0.3774
C -0.6848 0.3110 0.0783
O 0.0798 -0.4506 -0.7720
N -0.3027 1.4613 0.4389
C 1.4443 -0.4197 -0.6629
N 2.0323 -0.5599 0.4368
H -2.0350 -1.1748 -0.2076
H -2.6480 0.1857 0.6060
H -0.9768 1.8910 1.0668
H 1.8926 -0.3284 -1.6553
H 3.0403 -0.5402 0.2936
*
```

=====

The least stable of them is (B).

=====

(A)
Computed, not measured: an isolated molecule of C2H5N3O, with ωB97M-V with the def2-TZVPD basis set.

## Properties
HOMO level in eV: -8.87
Molar mass in g/mol: 87.08
E_LUMO in eV: 0.803
HOMO-LUMO gap in eV: 9.68

The geometry in ORCA input format:
```
! wB97M-V def2-TZVPD RIJCOSX def2/J DEFGRID3
* xyz 0 1
C -1.1105 0.0235 -0.3801
C 0.6289 -0.7932 1.2451
H 0.9942 1.3105 -2.1746
H 1.0816 1.3973 -0.5577
H -2.1514 -0.3646 -0.5350
H -1.3103 -0.5392 1.6036
H 1.4344 -0.8090 0.3537
N 0.7684 0.8335 -1.3553
N -0.5526 0.4264 -1.4663
N -0.5521 -0.2502 0.8590
O 0.7695 -1.2349 2.4076
*
```

=====

(B)
Computed, not measured: an isolated molecule of C2H5N3O, with ωB97M-V with the def2-TZVPD basis set.

## Properties
HOMO level in eV: -10.25
Molar mass in g/mol: 87.08
E_LUMO in eV: 0.877
HOMO-LUMO gap in eV: 11.13

The geometry in ORCA input format:
```
! wB97M-V def2-TZVPD RIJCOSX def2/J DEFGRID3
* xyz 0 1
N -2.0664 -0.2423 0.2839
C -0.7845 -0.3641 -0.1899
O -0.3959 -1.3759 -0.7457
N 0.0771 0.7150 0.0358
C 1.4139 0.3118 -0.2400
N 2.2400 0.0960 0.6879
H -2.6522 -1.0023 -0.0296
H -2.5184 0.6566 0.3192
H -0.0375 1.2222 0.9064
H 1.5993 0.1866 -1.3068
H 3.1246 -0.2037 0.2789
*
```

=====

The least stable of them is (A).

=====

(A)
Computed, not measured: a structure of composition C4H2O2, with ωB97M-V with the def2-TZVPD basis set.

## Properties
HOMO level (alpha / beta) in eV: -9.14 / -9.14
Molar mass in g/mol: 82.06
E_LUMO (alpha / beta) in eV: -0.816 / -0.816
HOMO-LUMO gap (alpha / beta) in eV: 8.33 / 8.33

The geometry in ORCA input format:
```
! wB97M-V def2-TZVPD RIJCOSX def2/J DEFGRID3
* xyz 0 1
O -0.7927 -1.4075 0.8632
C -0.5533 -0.5987 -0.0125
C -0.4488 1.1057 0.4818
O -1.1121 1.9389 0.9810
C 0.8938 0.7769 0.0924
C 1.1147 -0.3366 -0.4963
H -0.9803 -0.4889 -1.0150
H 1.8788 -0.9897 -0.8946
*
```

=====

(B)
Computed, not measured: an isolated molecule of C4H2O2, with ωB97M-V with the def2-TZVPD basis set.

## Properties
HOMO level in eV: -10.99
Molar mass in g/mol: 82.06
E_LUMO in eV: -0.768
HOMO-LUMO gap in eV: 10.22

The geometry in ORCA input format:
```
! wB97M-V def2-TZVPD RIJCOSX def2/J DEFGRID3
* xyz 0 1
O 2.7054 -0.3476 -0.5435
C 1.8282 0.4501 -0.7734
C 0.5155 0.2911 -0.2096
C -0.5603 -0.0868 0.1945
C -1.8241 -0.4572 0.7697
O -2.3176 0.1972 1.6566
H 1.9338 1.3196 -1.4377
H -2.2808 -1.3663 0.3433
*
```

=====

The least stable of them is (A).

=====

(A)
Computed, not measured: an isolated molecule of C4H2O2, with ωB97M-V with the def2-TZVPD basis set.

## Properties
HOMO level in eV: -10.69
Molar mass in g/mol: 82.06
E_LUMO in eV: -1.673
HOMO-LUMO gap in eV: 9.02

The geometry in ORCA input format:
```
! wB97M-V def2-TZVPD RIJCOSX def2/J DEFGRID3
* xyz 0 1
O -1.4480 1.1167 0.4924
C -1.2956 0.0248 0.0044
C 0.2055 -1.7644 -0.6821
C 0.0756 -0.5229 -0.2861
C 1.2668 0.3738 -0.0262
O 2.3891 0.1370 -0.3838
H -2.1475 -0.6233 -0.2556
H 0.9882 1.2822 0.5371
*
```

=====

(B)
Computed, not measured: an isolated molecule of C4H2O2, with ωB97M-V with the def2-TZVPD basis set.

## Properties
HOMO level in eV: -10.85
Molar mass in g/mol: 82.06
E_LUMO in eV: -1.224
HOMO-LUMO gap in eV: 9.62

The geometry in ORCA input format:
```
! wB97M-V def2-TZVPD RIJCOSX def2/J DEFGRID3
* xyz 0 1
O 2.5986 0.7256 -1.4092
C 1.5436 0.7088 -0.8347
C 0.7407 -0.4308 -0.3830
C -0.2657 -0.8371 0.1548
C -1.5477 -0.6765 0.8349
O -1.9145 0.4533 1.0642
H 0.9778 1.6174 -0.5389
H -2.1328 -1.5608 1.1119
*
```

=====

(C)
Computed, not measured: a structure of composition C4H2O2, with ωB97M-V with the def2-TZVPD basis set.

## Properties
HOMO level in eV: -10.02
Molar mass in g/mol: 82.06
E_LUMO in eV: -1.023
HOMO-LUMO gap in eV: 9.00

The geometry in ORCA input format:
```
! wB97M-V def2-TZVPD RIJCOSX def2/J DEFGRID3
* xyz 0 1
O 2.3930 -0.2873 1.3362
C 1.3490 -0.1668 0.8650
C 1.1112 0.5815 -0.9334
C -0.0998 0.4634 -1.2264
C -1.2820 0.0690 -0.5589
O -1.1913 -0.4673 0.5734
H 0.0173 -0.3977 0.8831
H -2.2974 0.2052 -0.9389
*
```

=====

(D)
Computed, not measured: an isolated molecule of C4H2O2, with ωB97M-V with the def2-TZVPD basis set.

## Properties
HOMO level (alpha / beta) in eV: -7.99 / -7.23
Molar mass in g/mol: 82.06
E_LUMO (alpha / beta) in eV: -0.278 / -1.031
HOMO-LUMO gap (alpha / beta) in eV: 7.72 / 6.20

The geometry in ORCA input format:
```
! wB97M-V def2-TZVPD RIJCOSX def2/J DEFGRID3
* xyz 0 1
C -1.1276 0.2032 0.0104
C -0.1534 -0.9011 0.0431
C -2.0213 1.0298 0.0558
C 2.1774 -0.0179 0.2826
O 1.2182 -0.6130 -0.0800
O 3.1795 0.5029 0.0232
H -2.8387 1.7085 0.0798
H -0.4342 -1.9123 -0.4148
*
```

=====

The least stable of them is (D).

=====

(A)
Computed, not measured: a cluster of 2 separate species, C3H4FNS in total, with ωB97M-V with the def2-TZVPD basis set.

## Properties
HOMO level in eV: -9.02
Molar mass in g/mol: 105.14
E_LUMO in eV: -0.791
HOMO-LUMO gap in eV: 8.23

The geometry in ORCA input format:
```
! wB97M-V def2-TZVPD RIJCOSX def2/J DEFGRID3
* xyz 0 1
C 1.0045 -0.2958 -0.6211
C -1.9237 0.1357 0.9248
C 1.8967 0.6364 -0.4227
N 0.2984 -1.0630 -1.2291
F 3.1936 0.5591 -0.0757
S -1.4249 -1.0496 1.9001
H -1.9134 -0.0872 -0.1538
H -0.4612 -1.4653 -0.6897
H -2.4057 1.0675 1.3068
H 1.7358 1.5623 -0.9396
*
```

=====

(B)
Computed, not measured: an isolated molecule of C3H4FNS, with ωB97M-V with the def2-TZVPD basis set.

## Properties
HOMO level in eV: -8.69
Molar mass in g/mol: 105.14
E_LUMO in eV: 0.404
HOMO-LUMO gap in eV: 9.10

The geometry in ORCA input format:
```
! wB97M-V def2-TZVPD RIJCOSX def2/J DEFGRID3
* xyz 0 1
C -1.1542 0.3517 -0.0967
C -0.9517 -0.1826 -1.5596
C 0.4358 -0.1834 0.1500
H -1.9883 -0.2113 0.3358
H -1.0481 0.5698 -2.3046
H -1.6425 -0.9607 -1.9204
H 0.9680 -1.4544 -1.5268
N 0.4103 -0.6552 -1.1215
F -1.5057 1.6686 0.1565
S 1.5257 -0.5181 1.3060
*
```

=====

The least stable of them is (A).

=====

(A)
Computed, not measured: an isolated molecule of C3H4FNS, with ωB97M-V with the def2-TZVPD basis set.

## Properties
HOMO level in eV: -9.75
Molar mass in g/mol: 105.14
E_LUMO in eV: 0.661
HOMO-LUMO gap in eV: 10.41

The geometry in ORCA input format:
```
! wB97M-V def2-TZVPD RIJCOSX def2/J DEFGRID3
* xyz 0 1
C -0.6987 0.5481 0.1281
C 0.6163 0.0540 -0.3993
C 0.4072 -0.1649 -1.8575
H 0.6167 0.1616 1.9973
H -1.5314 -0.1507 -0.1332
H -0.9478 1.5970 -0.2540
H 1.4748 0.6640 -0.2055
N 0.1889 -0.6428 -2.9103
F 0.8914 -1.1993 -0.0121
S -0.6816 0.6499 1.9906
*
```

=====

(B)
Computed, not measured: an isolated molecule of C3H4FNS, with ωB97M-V with the def2-TZVPD basis set.

## Properties
HOMO level (alpha / beta) in eV: -9.58 / -8.79
Molar mass in g/mol: 105.14
E_LUMO (alpha / beta) in eV: -1.010 / -2.090
HOMO-LUMO gap (alpha / beta) in eV: 8.57 / 6.70

The geometry in ORCA input format:
```
! wB97M-V def2-TZVPD RIJCOSX def2/J DEFGRID3
* xyz 0 1
C -2.6261 0.4313 -0.2356
C -0.5615 -0.2261 0.6058
C 0.1005 0.7802 -0.4174
N -1.9983 -0.1495 0.6118
F -3.9278 0.5074 -0.3633
S 0.7376 2.3729 0.1502
H -0.4485 -1.2102 0.2022
H 0.0046 -0.0429 1.5155
H 0.9433 0.2522 -0.5504
H -0.5724 0.9147 -1.3271
*
```

=====

The least stable of them is (B).